(1)
Molecular formula: C48H40BrF4IN2PV
Method: DFT, ωB97M-V/def2-TZVPD

ORCA input file:
```
! wB97M-V def2-TZVPD RIJCOSX def2/J DEFGRID3
* xyz -1 4
V 0.04960 0.03020 0.41152
C 2.41560 0.22539 3.22082
N 2.73454 -0.17950 1.85880
C 3.85609 0.57653 1.33111
C 2.95311 -1.62500 1.75348
C 2.07020 -2.21043 0.65571
N 0.68896 -1.89497 0.97209
C -0.13567 -2.79075 1.51438
C -1.36544 -2.31437 2.05332
F -1.48415 -0.96288 2.20516
C -2.38893 -3.10501 2.50043
F -3.50220 -2.52901 2.98280
C -2.29623 -4.48578 2.48485
C -1.08602 -4.99463 2.05628
F -0.91237 -6.32959 2.05495
C -0.04085 -4.20941 1.61848
F 1.09084 -4.87231 1.26911
H 3.19888 -0.07192 3.93842
H 1.46942 -0.22602 3.52390
H 2.30275 1.30881 3.26080
H 4.79129 0.37990 1.88251
H 3.64322 1.64451 1.38840
H 4.01126 0.32483 0.28184
H 2.68319 -2.10131 2.70088
H 4.00589 -1.85970 1.55185
H 2.28852 -3.27064 0.54341
H 2.32525 -1.72521 -0.28534
H -3.11072 -5.12152 2.79355
C 0.55052 -3.64584 -4.36370
C 0.47549 -4.16156 -3.07704
C -0.18047 -3.44736 -2.08741
C -0.76418 -2.21082 -2.37194
C -0.66404 -1.68926 -3.65680
C -0.02366 -2.41568 -4.65029
P -1.55090 -1.34303 -0.97335
C -3.20634 -2.12778 -0.92920
C -4.13991 -1.54354 -0.06953
C -5.43118 -2.03450 0.00638
C -5.80432 -3.12796 -0.76483
C -4.87264 -3.73613 -1.59111
C -3.57697 -3.24277 -1.67326
C -1.90886 0.32463 -1.55649
C -2.86066 0.73498 -2.48828
C -2.92802 2.07719 -2.81780
C -2.03733 2.97085 -2.22202
C -1.10753 2.54372 -1.28884
C -1.02341 1.19712 -0.89930
H 1.06011 -4.20548 -5.13862
H 0.93453 -5.11413 -2.84263
H -0.24780 -3.84630 -1.07987
H -1.08390 -0.71570 -3.87273
H 0.03859 -2.00770 -5.65218
H -3.83768 -0.69979 0.54286
H -6.14895 -1.56736 0.66928
H -6.81827 -3.50583 -0.71861
H -5.15612 -4.59968 -2.18059
H -2.85983 -3.72485 -2.32398
H -3.53155 0.01394 -2.94566
H -3.65784 2.42959 -3.53734
H -2.08009 4.02064 -2.49261
H -0.43074 3.27212 -0.85438
Br 4.69061 2.85257 -2.07600
C 4.47057 1.60635 -3.50854
C 5.35041 1.69778 -4.57887
C 5.24478 0.78710 -5.61914
C 4.26941 -0.20025 -5.57927
C 3.38856 -0.26032 -4.50836
C 3.47995 0.64684 -3.46292
I 1.81619 0.56275 -1.79724
H 6.10638 2.47273 -4.59374
H 5.92599 0.85215 -6.45862
H 4.19620 -0.92340 -6.38378
H 2.61560 -1.02078 -4.47194
C 1.64356 6.43334 3.13855
C 0.35931 6.04579 2.77965
C 0.13342 4.81139 2.19334
C 1.18986 3.92554 1.95563
C 2.48025 4.34423 2.29673
C 2.70575 5.57636 2.88962
C 1.01128 2.61163 1.30900
C -0.02430 1.75429 1.39750
C -1.12968 1.93144 2.36337
C -2.47402 1.91197 1.96781
C -3.49685 2.01116 2.89827
C -3.20985 2.11972 4.25120
C -1.88462 2.12683 4.66348
C -0.86179 2.03235 3.73549
H 1.81791 7.40397 3.58661
H -0.47404 6.71726 2.95023
H -0.86823 4.52980 1.89782
H 3.31734 3.68615 2.08988
H 3.71537 5.87194 3.14975
H 1.84236 2.34070 0.65859
H -2.71270 1.83148 0.91601
H -4.52838 1.99629 2.56563
H -4.01125 2.18734 4.97692
H -1.64683 2.21159 5.71765
H 0.16940 2.03201 4.06810
*
```

As for the expectation value of S²: 3.8080. The lowest unoccupied orbital energy (spin up / spin down) is 2.481 / 2.453 eV. The calculation puts the energy at -6519.1080 Ha. Its strongest force on any atom is 1.876 eV Å⁻¹.

=====

(2)
Molecular formula: C62H56N4O6SSi2Tl
Method: DFT, ωB97M-V/def2-TZVPD

ORCA input file:
```
! wB97M-V def2-TZVPD RIJCOSX def2/J DEFGRID3
* xyz -1 1
Tl 0.07075 -0.26866 -0.40490
C -2.21142 2.82845 -3.85852
O -3.17026 2.10679 -3.09722
C -3.18303 2.47155 -1.77475
C -4.20037 3.26752 -1.30735
C -4.26326 3.64651 0.03794
C -3.27065 3.21918 0.88467
C -2.20932 2.41385 0.43565
C -1.18359 2.11110 1.40699
N -0.15761 1.36467 1.22897
N 0.72065 1.29358 2.28742
C 1.70340 0.45778 2.04426
O 1.87872 -0.25637 1.00175
C 2.75883 0.37002 3.09987
C 3.99933 -0.16261 2.76437
C 5.00138 -0.25428 3.72021
C 4.76266 0.17010 5.01995
C 3.52049 0.69320 5.35895
C 2.52336 0.79913 4.40251
C -2.13419 2.01283 -0.92500
O -1.16035 1.32032 -1.43926
H -2.42684 2.64324 -4.90665
H -1.20149 2.47435 -3.63897
H -2.27691 3.90196 -3.65197
H -4.96061 3.58239 -2.01268
H -5.07170 4.26892 0.39691
H -3.28635 3.50608 1.93106
H -1.27212 2.58558 2.38711
H 4.15607 -0.51045 1.75129
H 5.96603 -0.66741 3.45237
H 5.53912 0.08575 5.77037
H 3.32805 1.01383 6.37533
H 1.55089 1.20300 4.64823
O -0.83348 -1.64428 0.95850
Si -1.06882 -3.13194 1.48721
C -2.78303 -3.17460 2.28559
C -3.28189 -2.01058 2.87573
C -4.52463 -1.98970 3.49298
C -5.30086 -3.14094 3.53088
C -4.82813 -4.30644 2.94522
C -3.58314 -4.31737 2.32780
C -1.06672 -4.50922 0.20017
C -2.04153 -4.51071 -0.80290
C -2.12228 -5.53969 -1.72962
C -1.22253 -6.59586 -1.67403
C -0.24060 -6.61052 -0.69527
C -0.16715 -5.57625 0.23073
C 0.15164 -3.64220 2.83419
C -0.10827 -4.74912 3.64846
C 0.76108 -5.11798 4.66461
C 1.91354 -4.37568 4.89465
C 2.19090 -3.27416 4.09903
C 1.31809 -2.91891 3.07650
H -2.68509 -1.10544 2.83441
H -4.89258 -1.07344 3.93985
H -6.27378 -3.12680 4.00782
H -5.43339 -5.20536 2.96069
H -3.23595 -5.23105 1.85567
H -2.75391 -3.69440 -0.86013
H -2.88103 -5.50916 -2.50148
H -1.27700 -7.39546 -2.40317
H 0.47193 -7.42632 -0.65327
H 0.60510 -5.60238 0.99178
H -1.01411 -5.32784 3.49438
H 0.53742 -5.97904 5.28378
H 2.59039 -4.65637 5.69318
H 3.08362 -2.68380 4.27248
H 1.54921 -2.07239 2.44537
O -0.11149 -1.53351 -2.04905
Si -0.89018 -1.82034 -3.41870
C -0.17261 -3.40482 -4.14299
C 0.72491 -4.16052 -3.38805
C 1.31666 -5.30398 -3.90942
C 1.01281 -5.71899 -5.19751
C 0.12126 -4.98085 -5.96620
C -0.45501 -3.83207 -5.44327
C -0.62741 -0.54116 -4.78233
C -1.64787 -0.15559 -5.64934
C -1.40000 0.69102 -6.72538
C -0.12455 1.18716 -6.94140
C 0.90906 0.81493 -6.08884
C 0.65899 -0.04969 -5.03202
C -2.74926 -1.99149 -3.17492
C -3.53370 -2.91088 -3.87338
C -4.90116 -3.01050 -3.64919
C -5.51187 -2.18900 -2.71168
C -4.75124 -1.26571 -2.00749
C -3.38760 -1.16927 -2.24295
H 0.94888 -3.84747 -2.37456
H 2.00870 -5.87617 -3.30309
H 1.47119 -6.61223 -5.60532
H -0.11446 -5.29516 -6.97624
H -1.12212 -3.24744 -6.07004
H -2.65852 -0.50969 -5.47397
H -2.21043 0.97658 -7.38633
H 0.06679 1.86142 -7.76710
H 1.91124 1.19430 -6.25521
H 1.47487 -0.35085 -4.38274
H -3.06856 -3.58152 -4.58808
H -5.48820 -3.73841 -4.19727
H -6.57638 -2.27133 -2.52776
H -5.21742 -0.62072 -1.27239
H -2.80578 -0.44207 -1.69128
C 4.41859 5.11313 0.39288
C 3.52129 4.01121 0.94838
C 3.41033 2.79406 0.04510
N 2.75740 3.15598 -1.20979
C 2.23439 2.26168 -2.04529
S 2.53053 0.61759 -1.87953
N 1.48839 2.71880 -3.10870
C 1.06281 4.00724 -3.45317
O 0.95989 4.30759 -4.62027
C 0.67723 4.95530 -2.36591
C 0.05532 4.50796 -1.20419
C -0.34778 5.42602 -0.24665
C -0.11953 6.78050 -0.44346
C 0.49476 7.22755 -1.60785
C 0.88174 6.31661 -2.57612
H 4.49738 5.94342 1.09531
H 4.04015 5.52337 -0.54673
H 5.42490 4.73405 0.20277
H 2.51794 4.40017 1.14755
H 3.91294 3.66544 1.90704
H 2.82262 2.01264 0.52308
H 4.39468 2.36862 -0.16756
H 2.54052 4.13062 -1.34424
H 1.33144 2.02640 -3.83391
H -0.12083 3.44873 -1.05885
H -0.84470 5.07834 0.64932
H -0.43118 7.49384 0.30916
H 0.66277 8.28558 -1.76201
H 1.34025 6.63986 -3.50163
*
```

The lowest unoccupied orbital energy is 1.819 eV. The calculation puts the energy at -4216.6152 Ha. Its strongest force on any atom is 0.262 eV Å⁻¹.

=====

(3)
Molecular formula: H4N3P
Method: DFT, ωB97M-V/def2-TZVPD

ORCA input file:
```
! wB97M-V def2-TZVPD RIJCOSX def2/J DEFGRID3
* xyz 0 1
N -0.11141 -1.77820 -0.15197
N -1.40848 -1.01063 -0.08544
N -0.27914 -0.44406 -0.74648
P 0.50790 0.91553 0.07466
H 0.42731 -1.82820 0.67256
H -1.56013 -0.51913 0.73375
H -0.51173 1.79759 -0.67413
H 1.38449 0.90054 -0.91627
*
```

The lowest unoccupied orbital energy is 0.636 eV. The calculation puts the energy at -507.8338 Ha. Its strongest force on any atom is 3.302 eV Å⁻¹. As for the structure (SMILES): Pn1[nH][nH]1.

=====

(4)
Molecular formula: C49H50AsBiN2S4Si2
Method: DFT, ωB97M-V/def2-TZVPD

ORCA input file:
```
! wB97M-V def2-TZVPD RIJCOSX def2/J DEFGRID3
* xyz 0 1
Bi 0.76266 -0.26475 1.45958
S 2.77824 1.17325 0.96003
C 3.44174 0.83299 -0.61654
C 4.72031 1.42095 -0.96416
C 5.27550 1.29345 -2.22839
C 4.59665 0.45743 -3.18120
C 3.38523 -0.11537 -2.84290
C 2.75233 0.13266 -1.61248
S 1.11342 -0.43830 -1.43715
C 0.54112 2.63767 -1.70625
C -0.32058 3.20513 -0.61156
C -0.09591 4.43938 -0.03323
C -1.04395 4.87340 0.89162
C -2.18473 4.10893 1.16606
C -2.27520 2.81426 0.63223
C -3.22680 1.79860 1.12344
S -2.37261 0.69053 2.33693
C -2.09202 1.78579 3.75346
C -3.21954 1.96414 4.60437
C -3.09321 2.62606 5.85106
C -1.89782 3.23345 6.10671
C -0.84225 3.12397 5.22851
C -0.86128 2.37458 4.04294
S 0.63023 2.20844 3.11651
N -1.38085 2.39870 -0.30251
H 5.17516 2.11487 -0.23191
H 6.09867 1.96126 -2.43699
H 4.92327 0.37394 -4.25653
H 2.81785 -0.77868 -3.48505
H 0.89000 3.35694 -2.43537
H 1.39199 2.15343 -1.22175
H 0.79059 5.05376 -0.29195
H -0.97341 5.86578 1.32534
H -2.91059 4.41277 1.87163
H -3.50102 1.12383 0.31079
H -4.08524 2.18800 1.59471
H -4.16245 1.56778 4.30987
H -4.01284 2.75705 6.47098
H -1.84876 3.78466 7.04607
H 0.09381 3.71820 5.51450
C 3.87305 -2.59091 0.02623
Si 2.41028 -3.64042 0.52721
C 3.21520 -5.37200 0.99701
C 1.23464 -4.07805 -0.86078
C 1.44657 -2.71529 1.84215
C 2.09280 -2.27388 3.08898
C 2.73905 -3.13168 4.03599
C 3.21884 -2.61374 5.21915
C 3.06814 -1.25565 5.46537
C 2.45553 -0.40963 4.53486
N 1.98568 -0.96855 3.37545
Si -0.29389 -3.37451 2.35545
C -0.86825 -2.57276 3.97612
C -1.63165 -3.17211 1.03062
C -0.01758 -5.17781 2.81882
H 4.40960 -2.92601 -0.86925
H 4.64946 -2.71590 0.86515
H 3.83172 -1.51163 -0.07593
H 3.82277 -5.38652 1.86277
H 3.81919 -5.69308 0.13756
H 2.42622 -6.10117 1.09063
H 1.69141 -4.26741 -1.81350
H 0.61682 -3.17997 -0.98400
H 0.59039 -4.92977 -0.61647
H 2.79135 -4.20390 3.94276
H 3.74181 -3.24492 5.88596
H 3.38433 -0.82267 6.39983
H 2.33778 0.69467 4.62664
H -1.91387 -2.84880 4.06439
H -0.82484 -1.47084 3.95876
H -0.28366 -3.01138 4.78322
H -1.90419 -2.11316 0.79137
H -2.60160 -3.70570 1.28758
H -1.16026 -3.63350 0.12640
H 0.95996 -5.28029 3.33237
H 0.05656 -5.86019 1.91485
H -0.76669 -5.57345 3.51478
C 1.14095 0.43010 -6.79842
C 1.73516 1.30355 -5.92011
C 1.24132 1.53785 -4.68619
C 0.17135 0.84544 -4.27501
C -0.44425 -0.10682 -5.06319
C 0.02806 -0.30967 -6.37172
As -0.60377 1.32712 -2.59663
C -2.04231 -0.00354 -2.19044
C -1.97955 -1.35610 -1.98066
C -3.12367 -2.13866 -2.00054
C -4.37855 -1.54970 -2.22458
C -4.41952 -0.17776 -2.40194
C -3.28150 0.58893 -2.42096
C -3.32580 1.97800 -2.85440
C -4.45280 2.72117 -3.20167
C -4.31723 4.02745 -3.64700
C -3.05668 4.56078 -3.89335
C -1.92441 3.87295 -3.57032
C -2.04487 2.53146 -3.11041
H 1.53988 0.18122 -7.80648
H 2.62836 1.83686 -6.28069
H 1.62714 2.36434 -4.07117
H -1.32667 -0.65238 -4.69517
H -0.45150 -1.03611 -7.03107
H -1.03830 -1.79344 -1.70133
H -3.03822 -3.20125 -1.73827
H -5.25999 -2.18449 -2.17814
H -5.33933 0.35214 -2.52629
H -5.47307 2.31099 -3.14624
H -5.23159 4.58810 -3.86738
H -2.93695 5.56207 -4.35518
H -1.00209 4.29300 -3.87493
*
```

The lowest unoccupied orbital energy is -0.064 eV. The calculation puts the energy at -6628.8561 Ha. Its strongest force on any atom is 3.159 eV Å⁻¹.

=====

- The lowest energy belongs to which entry?
  C49H50AsBiN2S4Si2

=====

- What is the energy in the third record?
  -507.8338 Ha